Record 1
This record from OMol25 describes 2 unconnected molecules or ions with the total composition CH3Cl2NO in a non-equilibrium geometry. The level of theory is the ωB97M-V functional and the def2-TZVPD basis.

Structure (XYZ):
```
8
Properties=species:S:1:pos:R:3:forces:R:3:lowdin_charge:R:1
N -0.112648 -1.365510 -0.446062 -0.587 -0.284 0.242 0.039
C 0.863011 -0.651747 -0.614865 0.706 0.776 -2.450 -1.244
Cl 2.041390 0.118421 0.381277 -0.260 -0.237 0.376 0.621
Cl 1.162205 -0.194724 -2.349575 0.222 -0.267 0.842 0.505
H -0.458471 -1.421557 0.492819 0.195 -0.330 0.751 0.056
O -0.940342 0.857834 0.795372 0.137 2.147 1.599 -0.132
H -0.764817 1.670444 1.397256 -0.790 -2.059 -1.710 0.102
H -1.790327 0.986838 0.343776 0.377 0.254 0.350 0.053
```
Forces are in eV/Å.

## Properties
Structure (SMILES): N=C(Cl)Cl.O
Kohn-Sham gap (eV): 10.958
E_LUMO (eV): 0.42
Energy relative to the best compared isomer or geometry (same formula, charge and spin) (kJ/mol): 125.5

---

Record 2
This record from OMol25 describes 2 unconnected molecules or ions with the total composition C2H2N2O3 in a non-equilibrium geometry. The level of theory is the ωB97M-V functional and the def2-TZVPD basis.

Structure (XYZ):
```
9
Properties=species:S:1:pos:R:3:forces:R:3:mulliken_spin:R:1
C -1.640483 -0.200835 1.257356 -0.183 -0.007 0.324 0.835
C 0.077339 -0.070773 -1.003333 0.206 -0.325 0.541 0.399
N -2.324420 -0.423226 2.167545 0.004 0.009 -0.064 0.131
N 1.022507 -0.354199 -0.048866 0.159 -1.673 -0.131 0.046
O 1.190425 -1.512589 0.374863 -0.302 0.683 -0.289 0.309
O 1.675117 0.643928 0.311886 0.439 0.903 0.558 0.079
O -0.032902 1.164195 -1.256338 0.644 1.736 0.720 0.192
H -0.666145 -0.755144 -1.275157 -0.532 -1.171 -0.551 0.012
H 0.698562 1.508643 -0.527956 -0.436 -0.154 -1.108 -0.001
```
Forces are in eV/Å.

## Properties
Kohn-Sham gap (spin up / spin down) (eV): 9.723 / 6.643
Multiplicity: 3
E_LUMO (spin up / spin down) (eV): 0.26 / -4.91
Energy relative to the best compared isomer or geometry (same formula, charge and spin) (kJ/mol): 396.6

---

Record 3
This record from OMol25 describes a molecular structure, C3H3MgO3 in a non-equilibrium geometry. The level of theory is the ωB97M-V functional and the def2-TZVPD basis.

Structure (XYZ):
```
10
Properties=species:S:1:pos:R:3:forces:R:3:mulliken_spin:R:1
H -1.124921 -0.235995 -3.162044 0.121 0.139 0.263 0.000
O -1.041418 1.807558 -0.270164 0.434 -0.200 -0.819 0.059
C -0.507716 1.530737 0.871715 0.191 -0.660 1.752 0.148
C 0.406103 0.510724 1.026585 1.562 -1.611 -0.205 -0.068
O 0.756047 -0.177014 -0.242845 -0.916 0.499 -0.974 0.055
C 0.741124 -1.047253 0.841727 -2.941 2.834 -1.854 0.730
O 1.381137 -2.142976 0.482658 1.710 -0.852 1.323 0.065
Mg -0.636379 0.464136 -1.667873 -0.043 0.152 0.230 0.004
H -0.736700 2.168314 1.735903 -0.112 -0.317 -0.230 0.008
H 0.762723 -2.878231 0.384337 -0.007 0.015 0.514 -0.001
```
Forces are in eV/Å.

## Properties
Kohn-Sham gap (spin up / spin down) (eV): 7.823 / 8.145
Multiplicity: 2
E_LUMO (spin up / spin down) (eV): 0.06 / -0.34
Energy relative to the best compared isomer or geometry (same formula, charge and spin) (kJ/mol): 267.1

---

Which of these has the lowest energy relative to the best compared isomer or geometry (same formula, charge and spin)?
CH3Cl2NO

---

What did the third record say?
This record from OMol25 describes a molecular structure, C3H3MgO3 in a non-equilibrium geometry. The level of theory is the ωB97M-V functional and the def2-TZVPD basis.

Structure (XYZ):
```
10
Properties=species:S:1:pos:R:3:forces:R:3:mulliken_spin:R:1
H -1.124921 -0.235995 -3.162044 0.121 0.139 0.263 0.000
O -1.041418 1.807558 -0.270164 0.434 -0.200 -0.819 0.059
C -0.507716 1.530737 0.871715 0.191 -0.660 1.752 0.148
C 0.406103 0.510724 1.026585 1.562 -1.611 -0.205 -0.068
O 0.756047 -0.177014 -0.242845 -0.916 0.499 -0.974 0.055
C 0.741124 -1.047253 0.841727 -2.941 2.834 -1.854 0.730
O 1.381137 -2.142976 0.482658 1.710 -0.852 1.323 0.065
Mg -0.636379 0.464136 -1.667873 -0.043 0.152 0.230 0.004
H -0.736700 2.168314 1.735903 -0.112 -0.317 -0.230 0.008
H 0.762723 -2.878231 0.384337 -0.007 0.015 0.514 -0.001
```
Forces are in eV/Å.

## Properties
Kohn-Sham gap (spin up / spin down) (eV): 7.823 / 8.145
Multiplicity: 2
E_LUMO (spin up / spin down) (eV): 0.06 / -0.34
Energy relative to the best compared isomer or geometry (same formula, charge and spin) (kJ/mol): 267.1

---

The highest energy relative to the best compared isomer or geometry (same formula, charge and spin) belongs to which entry?
C2H2N2O3